1.
Density functional theory data (wB97M-V/def2-TZVPD) for an isolated molecule of C11H15N3 in a non-equilibrium geometry.

As for the HOMO energy: -8.62 eV. Its SMILES is CC[C@H](C)[C@@]12C[C@@H]1C=Cc1nncn12. The total charge is 0. The total energy comes out at -16117.96911 eV. The energy relative to the best compared isomer or geometry (same formula, charge and spin) is 2.630 eV. The calculation puts the orbital gap at 9.3 eV.

Each line ends with the Löwdin charge.
Cartesian coordinates (Å):
1 C 1.56052 1.79781 0.33331  -0.1101
2 C 2.48453 -0.16834 0.18136  -0.3210
3 C 2.57864 -1.61271 -0.08267  0.0081
4 C 1.39790 -2.21281 -0.30218  -0.0631
5 C 0.08580 -1.31574 1.56170  -0.0173
6 C 0.13594 -1.71449 0.13048  -0.2069
7 C 0.01540 -0.28189 0.53299  -0.3451
8 C -1.84600 -0.18068 -2.10002  -0.0608
9 C -1.38616 1.58207 1.26186  -0.0547
10 C -1.52772 0.95704 -1.11162  -0.2318
11 C -1.33194 0.39439 0.24537  -0.3131
12 N 2.86833 1.95635 0.13129  0.0189
13 N 3.43138 0.70127 0.06689  0.0522
14 N 1.24716 0.43321 0.32659  0.0956
15 H 0.88021 2.59041 0.41688  0.0876
16 H 3.52764 -2.14388 -0.20621  0.1173
17 H 1.44079 -3.24776 -0.65826  0.1189
18 H -0.76650 -1.53355 2.19170  0.1200
19 H 0.97882 -1.28458 2.20037  0.1421
20 H -0.77821 -2.17098 -0.33815  0.1586
21 H -2.84785 -0.29235 -2.39002  0.0616
22 H -1.33115 -0.91358 -1.57428  0.0153
23 H -1.32791 0.05997 -3.04373  0.0881
24 H -0.97566 2.44473 0.78927  0.0342
25 H -0.76800 1.42203 2.15747  0.0902
26 H -2.49546 1.85514 1.44041  0.1147
27 H -0.64882 1.50331 -1.52116  0.1262
28 H -2.39698 1.62654 -1.03135  0.1187
29 H -2.20469 -0.25094 0.39170  0.1558

---

2.
Density functional theory data (wB97M-V/def2-TZVPD) for a structure of composition C37H63CaN6O3P2 in a non-equilibrium geometry.

As for the HOMO energy: -9.66 eV. The total charge is +1. The total energy comes out at -91489.13709 eV. The energy relative to the best compared isomer or geometry (same formula, charge and spin) is 0.000 eV. The calculation puts the orbital gap at 8.0 eV.

Each line ends with the Löwdin charge.
Cartesian coordinates (Å):
1 Ca -0.65920 0.37821 1.18402  1.1165
2 C -3.92057 1.94938 0.93465  -0.0781
3 O -2.87800 1.69939 1.86432  -0.2644
4 C -3.36527 1.38112 3.15578  -0.1871
5 C -2.19199 1.37754 4.11975  -0.1515
6 O -1.12314 0.55625 3.67696  -0.2808
7 C -1.05965 -0.75952 4.20966  -0.1552
8 C -2.11859 -1.67388 3.61868  -0.1879
9 O -2.08660 -1.51161 2.21343  -0.2885
10 C -3.06100 -2.28985 1.53014  -0.0672
11 H -4.54393 2.78511 1.26488  0.1004
12 H -4.55702 1.06772 0.80280  0.0996
13 H -3.45031 2.19640 -0.01450  0.0615
14 H -3.87359 0.41011 3.13573  0.1198
15 H -4.08998 2.13417 3.48506  0.1403
16 H -2.53376 1.07848 5.11444  0.1432
17 H -1.79312 2.39191 4.18054  0.1271
18 H -1.14711 -0.74350 5.29944  0.1414
19 H -0.06789 -1.13157 3.94187  0.1385
20 H -3.11583 -1.43232 4.00806  0.1279
21 H -1.89719 -2.71197 3.88999  0.1423
22 H -3.04743 -3.32603 1.87507  0.0980
23 H -2.80431 -2.25992 0.47249  0.0660
24 H -4.06532 -1.87976 1.68440  0.0995
25 N 0.21210 -0.85633 -0.22325  -0.4445
26 P -0.14544 -1.69143 -1.44663  0.5576
27 N -1.79407 -1.67118 -1.93355  -0.2122
28 C -2.63885 -0.55424 -1.55977  -0.2482
29 C -2.87174 0.41201 -2.72139  -0.1837
30 C -3.52967 -0.35311 -3.86759  -0.1923
31 C -2.63327 -1.52188 -4.27461  -0.1737
32 C -2.31592 -2.41461 -3.07120  -0.2072
33 N 0.80182 -1.29348 -2.80500  -0.2046
34 C 1.09633 0.11466 -3.01319  -0.2460
35 C 2.51012 0.30253 -3.55904  -0.1788
36 C 2.66548 -0.48404 -4.85974  -0.1988
37 C 2.34172 -1.95428 -4.59731  -0.1778
38 C 0.93178 -2.08260 -4.02106  -0.2232
39 N 0.11382 -3.37599 -1.46590  -0.2183
40 C -0.79455 -4.25746 -0.73911  -0.2110
41 C -0.43474 -4.39777 0.74411  -0.1937
42 C 1.00547 -4.88950 0.88400  -0.2004
43 C 1.93518 -3.92058 0.15586  -0.1859
44 C 1.51219 -3.79988 -1.31033  -0.2106
45 H -2.16100 -0.03790 -0.73042  0.0396
46 H -3.62108 -0.92617 -1.22674  0.1203
47 H -1.89845 0.79959 -3.04253  0.0936
48 H -3.49553 1.25518 -2.40461  0.1018
49 H -3.71821 0.30143 -4.72064  0.1099
50 H -4.49820 -0.73492 -3.52710  0.1154
51 H -1.70419 -1.12249 -4.68658  0.0896
52 H -3.11351 -2.12245 -5.04987  0.1167
53 H -1.59390 -3.18263 -3.34389  0.1035
54 H -3.24511 -2.91817 -2.76558  0.1236
55 H 0.96993 0.62602 -2.05706  0.0765
56 H 0.38990 0.54714 -3.74737  0.0975
57 H 3.21965 -0.07635 -2.82014  0.0964
58 H 2.72100 1.36483 -3.71498  0.1049
59 H 3.67308 -0.37449 -5.26492  0.1099
60 H 1.96587 -0.08796 -5.60424  0.1122
61 H 3.06621 -2.35988 -3.88592  0.1079
62 H 2.40910 -2.53852 -5.51752  0.1138
63 H 0.70053 -3.12156 -3.79497  0.1033
64 H 0.22798 -1.73467 -4.79253  0.1035
65 H -0.74472 -5.24946 -1.20598  0.1254
66 H -1.81507 -3.89154 -0.85119  0.0884
67 H -1.13330 -5.08954 1.22429  0.1107
68 H -0.51872 -3.41488 1.21684  0.0860
69 H 1.08926 -5.88245 0.42893  0.1135
70 H 1.28476 -4.98070 1.93600  0.1068
71 H 2.97430 -4.25051 0.22079  0.1116
72 H 1.85061 -2.92627 0.60215  0.0911
73 H 1.62908 -4.77465 -1.80102  0.1252
74 H 2.15000 -3.07885 -1.81927  0.0938
75 C -2.24904 4.38312 -2.72392  -0.0237
76 N -1.02539 3.62097 -2.49736  -0.1800
77 C -0.14782 3.38855 -3.63868  -0.0231
78 C -0.90319 2.92051 -1.39875  -0.2616
79 N -0.80171 2.33191 -0.40583  0.1473
80 H -1.99841 5.32261 -3.21487  0.0953
81 H -2.72902 4.60130 -1.77274  0.0949
82 H -2.94681 3.83051 -3.35870  0.0916
83 H 0.10613 4.34600 -4.09266  0.0978
84 H -0.63687 2.76306 -4.38997  0.0933
85 H 0.76501 2.89871 -3.30990  0.0809
86 C 1.00626 3.52043 2.01714  -0.2627
87 P 1.48060 1.78587 2.44699  0.9677
88 C 1.98618 1.99590 4.19166  -0.3819
89 C 1.29027 2.85887 5.03577  -0.1072
90 C 1.66392 2.99645 6.36411  -0.0785
91 C 2.73254 2.26768 6.86489  -0.0796
92 C 3.41807 1.39104 6.03588  -0.0728
93 C 3.04333 1.24910 4.70890  -0.0942
94 C 3.09034 1.69564 1.58241  -0.3900
95 C 3.25699 0.74363 0.57864  -0.0950
96 C 4.44571 0.69850 -0.13991  -0.0795
97 C 5.45946 1.60395 0.12836  -0.0748
98 C 5.29532 2.55442 1.12918  -0.0737
99 C 4.11918 2.59726 1.85777  -0.0945
100 H -0.03891 3.71539 2.26449  0.0305
101 H 1.12405 3.62392 0.94118  0.0255
102 H 1.64669 4.23833 2.52753  0.0496
103 H 0.46177 3.44291 4.65166  0.0916
104 H 1.12545 3.68020 7.00804  0.1063
105 H 3.03314 2.38692 7.89741  0.1068
106 H 4.25233 0.82142 6.42456  0.1084
107 H 3.58244 0.56675 4.06265  0.1093
108 H 2.45507 0.04450 0.35390  0.0552
109 H 4.58262 -0.05227 -0.90758  0.0965
110 H 6.38177 1.56938 -0.43716  0.1069
111 H 6.08860 3.25923 1.34345  0.1071
112 H 4.00674 3.32345 2.65461  0.1101

---

3.
Density functional theory data (wB97M-V/def2-TZVPD) for a structure of composition C16H60F2InNO20S2 in a non-equilibrium geometry.

As for the HOMO energy: -9.11 eV. The total charge is 0. The total energy comes out at -92265.31472 eV. The energy relative to the best compared isomer or geometry (same formula, charge and spin) is 7.139 eV. The calculation puts the orbital gap at 4.5 eV.

Each line ends with the Löwdin charge.
Cartesian coordinates (Å):
1 In 4.29491 1.44312 -2.12779  0.9430
2 O 2.97493 5.51360 0.10980  -0.0531
3 C 1.72462 5.56439 0.76714  -0.2129
4 C 1.32995 6.96155 1.49133  -0.1991
5 O 1.67974 8.14911 0.78919  -0.0176
6 H 1.51093 4.75519 1.46545  0.1156
7 H 0.98773 5.37487 -0.01337  0.1312
8 H 1.79198 6.90937 2.47719  0.1327
9 H 0.27680 6.97594 1.77200  0.1112
10 N 0.79226 -0.34606 0.00410  -0.2817
11 S 0.81474 -1.38836 1.15901  0.4600
12 O 0.08415 -2.65506 0.90917  -0.3056
13 O 0.91426 -0.85288 2.51652  -0.3142
14 F 2.38735 -1.75210 0.86291  -0.2514
15 S -0.90124 -0.09968 0.16636  0.5241
16 O -1.52357 0.47427 1.35594  -0.2944
17 O -1.67856 -1.00069 -0.60646  -0.2870
18 F -1.02100 1.18852 -0.79546  -0.2382
19 C 0.57301 -1.04726 -5.91450  -0.1736
20 O 1.79723 -0.38239 -5.97170  -0.1313
21 H 0.80924 -2.10112 -5.76726  0.0748
22 H -0.07372 -0.73105 -5.09605  0.0852
23 H 0.07963 -0.94630 -6.88119  0.0786
24 H 2.23123 -0.68431 -6.77301  0.0740
25 C -5.07611 2.85385 -4.95468  -0.1229
26 O -4.69590 3.23303 -6.32306  -0.1479
27 H -4.84892 3.67832 -4.27885  0.0662
28 H -6.15215 2.68271 -4.92394  0.0722
29 H -4.45856 2.00539 -4.65997  0.0757
30 H -4.70421 4.19166 -6.37368  0.0567
31 C -4.53577 -2.53927 -6.01244  -0.2072
32 O -5.46013 -3.54983 -6.16570  -0.0994
33 H -3.71351 -2.66552 -6.71675  0.0764
34 H -4.98949 -1.60501 -6.34321  0.0735
35 H -4.14271 -2.37431 -5.00925  0.0775
36 H -6.26197 -3.16164 -5.80798  0.0797
37 C 4.47599 -6.46172 2.47649  -0.1627
38 O 5.21154 -6.12788 3.62838  -0.1358
39 H 4.26623 -7.51781 2.64618  0.0789
40 H 3.55083 -5.88620 2.50721  0.0788
41 H 4.97490 -6.25996 1.52861  0.0757
42 H 4.88143 -6.71018 4.31654  0.0705
43 C 5.52735 -1.59562 6.12954  -0.1860
44 O 5.57010 -1.97094 4.79021  -0.1097
45 H 5.73896 -2.41190 6.82021  0.0800
46 H 6.23563 -0.78627 6.30673  0.0727
47 H 4.54336 -1.20463 6.38835  0.0735
48 H 5.53647 -2.92987 4.75995  0.0726
49 C -5.07640 -4.19829 0.61784  -0.1847
50 O -4.71381 -4.08748 -0.72275  -0.1113
51 H -6.14957 -4.25105 0.80122  0.0699
52 H -4.61223 -5.08870 1.04188  0.0760
53 H -4.77505 -3.31756 1.18495  0.0768
54 H -4.24542 -3.26235 -0.86895  0.0720
55 C 5.82824 2.38753 2.98235  -0.1638
56 O 5.65238 1.20411 2.22616  -0.1290
57 H 6.70954 2.41170 3.62330  0.0762
58 H 5.87727 3.21442 2.27386  0.0742
59 H 4.96360 2.50344 3.63585  0.0723
60 H 5.85642 0.43280 2.76006  0.0708
61 C 0.07009 4.11786 -4.80242  -0.1936
62 O 1.40245 4.04148 -4.45977  -0.1213
63 H 0.00206 4.38380 -5.85729  0.0797
64 H -0.32029 3.11154 -4.65069  0.0857
65 H -0.57609 4.82148 -4.27757  0.0773
66 H 1.77331 4.91651 -4.59537  0.0787
67 C 1.14501 2.29382 6.92038  -0.1606
68 O 0.20148 1.25903 6.60450  -0.1217
69 H 1.02729 2.45930 7.99130  0.0758
70 H 2.19811 2.13084 6.69122  0.0684
71 H 0.81591 3.18691 6.38918  0.0679
72 H 0.33218 1.05630 5.67530  0.0692
73 C -5.15258 5.21140 0.91775  -0.1852
74 O -5.89646 5.86008 -0.07827  -0.1155
75 H -5.89414 4.81516 1.61142  0.0779
76 H -4.52401 4.42083 0.50787  0.0815
77 H -4.61597 5.90048 1.56991  0.0724
78 H -5.19718 6.08808 -0.69521  0.0685
79 C -3.75920 -1.53985 4.97170  -0.1469
80 O -4.87531 -2.42649 5.06745  -0.1455
81 H -2.95559 -2.03367 4.42538  0.0834
82 H -4.10256 -0.71375 4.34899  0.0722
83 H -3.54571 -1.20475 5.98670  0.0763
84 H -5.61216 -1.87630 5.34303  0.0626
85 C -7.13600 0.67612 -0.31000  -0.1559
86 O -7.79940 0.22636 -1.47714  -0.1356
87 H -7.34039 -0.10499 0.42225  0.0775
88 H -6.06525 0.81033 -0.46352  0.0736
89 H -7.59643 1.62983 -0.05203  0.0759
90 H -8.42287 0.89574 -1.76839  0.0657
91 C 2.56165 -4.58204 -3.01220  -0.1675
92 O 3.48135 -3.55977 -3.28120  -0.1314
93 H 1.59753 -4.12577 -2.78774  0.0876
94 H 2.45434 -5.26709 -3.85320  0.0741
95 H 2.95227 -5.16940 -2.18123  0.0756
96 H 4.28361 -3.95814 -3.62657  0.0680
97 C 7.77190 -3.20697 -0.31604  -0.1898
98 O 7.32397 -1.97875 -0.78331  -0.1088
99 H 7.62271 -4.00046 -1.04831  0.0719
100 H 8.84345 -3.26994 -0.12652  0.0770
101 H 7.21774 -3.56419 0.55195  0.0831
102 H 7.66383 -1.88829 -1.67657  0.0727

---

4.
Density functional theory data (wB97M-V/def2-TZVPD) for a cluster of 14 separate species, C5H39N3O13 in total in a non-equilibrium geometry.

As for the HOMO energy: -9.26 eV. The total charge is 0. The total energy comes out at -36905.39603 eV. The energy relative to the best compared isomer or geometry (same formula, charge and spin) is 1.607 eV. The calculation puts the orbital gap at 9.1 eV.

Each line ends with the Löwdin charge.
Cartesian coordinates (Å):
1 C 2.93552 2.28932 -1.12189  -0.0999
2 C 1.81669 2.58209 -0.10423  -0.2022
3 C 1.78144 1.43602 1.01503  -0.1755
4 C 0.84367 0.36482 0.61446  -0.2085
5 N -0.55651 0.81897 0.51357  0.0569
6 C -1.62634 0.83503 1.36840  -0.5744
7 N -1.72061 -0.26575 2.22677  0.1350
8 N -2.36423 1.89499 1.37368  0.1001
9 H 3.26477 1.25806 -1.23078  0.0533
10 H 2.67608 2.70408 -2.09306  0.0679
11 H 3.85945 2.76642 -0.75489  0.0795
12 H 2.04161 3.55048 0.30487  0.0913
13 H 0.81554 2.54429 -0.55825  0.0639
14 H 1.45465 2.02436 1.86683  0.0971
15 H 2.79707 1.01810 1.03446  0.1181
16 H 1.06090 0.01445 -0.40775  0.1020
17 H 0.82499 -0.57310 1.17547  0.1003
18 H -0.71210 1.58761 -0.13881  0.0936
19 H -0.99004 -0.91700 1.99843  0.0571
20 H -2.58568 -0.79141 2.12859  0.0831
21 H -3.28198 1.77504 1.76270  0.0377
22 H 0.37202 -2.89324 -0.99439  0.0035
23 H -0.02828 -3.39114 -2.35147  0.0159
24 O 0.73211 -3.03439 -1.87941  -0.0790
25 H 1.00777 -3.65703 1.55817  0.0515
26 H 0.96313 -4.75417 0.60292  0.0441
27 O 0.39106 -4.34916 1.26280  -0.0499
28 H -0.01943 2.15068 -2.41668  -0.0144
29 H -0.83425 2.94144 -3.41240  0.0383
30 O -0.62706 2.89168 -2.48082  -0.0623
31 H -1.70020 -2.16236 -2.73102  0.0162
32 H -1.46779 -1.73299 -4.16081  0.0629
33 O -1.10348 -2.31283 -3.48457  -0.0666
34 H 1.25345 0.59106 3.43483  -0.0192
35 H 2.34154 -0.16254 2.63587  0.0002
36 O 1.84444 -0.18936 3.45988  -0.0873
37 H -1.16545 0.17918 -2.48438  0.0068
38 H -0.00315 -0.53494 -3.03262  0.0183
39 O -0.45561 0.31454 -3.15642  -0.0882
40 H -0.60861 1.14196 4.56129  0.0683
41 H -0.62589 2.03516 3.32518  0.0180
42 O -0.03206 1.68370 4.00405  -0.0467
43 H -0.87284 3.74711 1.96175  -0.0093
44 H 0.13616 4.78984 1.13749  0.0264
45 O -0.22223 4.45253 1.95484  -0.0530
46 H 2.32596 -1.20820 -3.48949  0.0504
47 H 1.80370 0.20730 -2.93719  0.0184
48 O 2.45587 -0.49046 -2.88236  -0.0379
49 H -1.79673 -2.82660 0.07514  0.0035
50 H -2.43199 -1.94599 -1.02607  0.0354
51 O -1.64295 -2.45482 -0.80670  -0.0605
52 H -2.17716 -3.73129 1.40192  0.0652
53 H -1.78850 -2.92087 2.62990  0.0731
54 O -2.24332 -2.84080 1.78674  -0.0683
55 H 3.25336 -2.28972 -0.45575  0.0529
56 H 2.21160 -1.56928 -1.20693  -0.0239
57 O 2.72105 -1.48665 -0.39932  -0.0684
58 H -2.62403 0.93739 -1.08157  0.0530
59 H -3.63204 0.24307 -1.81529  0.0824
60 O -2.69039 0.13697 -1.63724  -0.0462

---

- Which value of orbital gap does entry 2 give?
  8.0 eV

---

- Among the records above, which one has the highest orbital gap?
  C11H15N3

---

- The lowest orbital gap belongs to which entry?
  C16H60F2InNO20S2

---

- Among the records above, which one has the highest HOMO?
  C11H15N3